1.
{
  "formula": "C44H55N2P2PdSSi4Te2",
  "method": "ωB97M-V/def2-TZVPD",
  "total_energy_ev": -128490.118,
  "orbital_gap_ev": [5.57, 5.27],
  "e_lumo_ev": [2.14, 1.78],
  "spin_multiplicity": 3,
  "charge": -1,
  "de_lowest_kj_mol": 134.0,
  "symbols": ["C", "C", "H", "C", "H", "C", "H", "P", "H", "Pd", "S", "C", "C", "H", "H", "H", "C", "Si", "H", "Te", "C", "C", "C", "H", "C", "C", "H", "N", "H", "C", "H", "C", "H", "C", "H", "C", "C", "H", "H", "H", "Te", "C", "C", "C", "H", "C", "C", "H", "H", "H", "H", "H", "Si", "H", "C", "N", "H", "P", "C", "H", "H", "H", "H", "C", "H", "C", "H", "C", "C", "H", "H", "C", "H", "Si", "H", "H", "C", "C", "C", "C", "C", "H", "C", "H", "H", "H", "H", "H", "C", "C", "H", "C", "H", "H", "H", "H", "H", "C", "H", "C", "H", "C", "H", "C", "C", "H", "H", "H", "C", "H", "Si"],
  "positions_angstrom": [[-5.18, -1.44, -2.69], [-5.89, 1.08, 2.96], [2.88, -3.25, 5.69], [3.60, -2.90, 3.72], [4.20, 1.41, -1.34], [-0.80, 4.92, -0.19], [-7.92, -0.07, -1.21], [1.33, 1.50, -0.82], [1.72, -3.81, -0.91], [0.11, -0.43, -1.73], [-0.56, -2.76, -2.27], [1.09, -1.86, 3.14], [2.35, 1.96, -2.24], [-7.40, -1.50, -0.30], [-1.66, -3.00, 1.93], [-0.21, 6.83, 0.60], [2.78, -3.43, -4.77], [-5.46, -0.18, -1.30], [-6.17, 0.06, 3.26], [1.76, 1.62, 2.52], [2.21, -3.00, -1.48], [-7.18, -0.45, -0.49], [-2.81, 0.82, 3.50], [-5.86, -3.82, 2.56], [-3.86, 2.92, 1.46], [-5.29, 1.59, -2.00], [5.56, 2.25, -3.26], [6.53, 2.87, 2.83], [-2.78, -4.06, 2.81], [1.42, 5.45, 0.54], [1.62, -4.86, -3.61], [2.29, -1.10, -4.02], [2.61, -3.80, -5.77], [4.21, -2.63, -3.14], [-2.53, -2.40, 3.33], [4.85, 1.21, 2.39], [1.73, 2.43, -3.39], [-3.89, -4.95, 0.50], [6.96, 0.90, 2.48], [3.44, 4.22, 3.00], [-1.57, 0.25, 0.13], [-0.39, 3.64, -0.53], [-2.62, -3.02, 2.45], [4.09, -1.48, -0.94], [0.59, -2.37, 5.17], [-4.08, -3.99, -0.03], [2.09, -1.84, 2.16], [0.63, 2.42, -3.47], [4.04, -2.58, 1.65], [5.66, -1.18, -2.33], [1.97, 3.17, -5.40], [4.52, -0.76, -0.23], [-4.01, -0.49, 0.50], [-5.82, 1.71, 3.84], [1.82, 4.14, 0.22], [1.31, -1.37, -3.23], [-6.02, 1.64, -2.84], [1.83, -1.13, 0.53], [3.39, -2.12, -4.38], [-2.96, 1.50, 4.33], [-3.28, -3.84, -0.74], [2.42, -0.06, -4.30], [-2.96, 3.06, 0.89], [0.90, 3.21, -0.29], [4.60, 0.16, 2.19], [3.74, 1.83, -2.23], [-1.79, 0.95, 3.16], [4.73, -1.70, -2.12], [2.49, 2.84, -4.49], [2.83, 3.84, 0.46], [3.71, -4.51, -2.09], [2.81, -1.97, -0.66], [-5.78, -1.07, -3.54], [-4.10, -2.67, 1.33], [4.00, -1.66, -5.16], [-5.02, -4.08, -0.58], [0.11, 5.83, 0.35], [2.11, -3.87, -3.60], [3.84, 2.15, 2.55], [3.31, -2.45, 2.44], [3.87, 2.81, -4.43], [-4.31, 1.83, -2.42], [2.13, 0.64, 0.59], [4.46, 3.12, -5.27], [0.12, -1.44, 2.91], [-7.34, 0.11, 0.42], [-3.87, 3.58, 2.34], [2.16, 6.15, 0.91], [6.15, 1.61, 2.58], [4.49, 2.29, -3.28], [-4.69, 3.23, 0.82], [-5.70, -2.74, 2.39], [-5.58, 2.34, -1.26], [-5.53, -2.42, -2.41], [-2.87, -0.19, 3.91], [4.60, -3.25, 3.96], [-1.83, 5.24, -0.35], [3.20, -3.62, -2.49], [-6.67, 1.50, 2.34], [5.55, 3.75, 2.97], [-4.15, -1.50, -3.04], [2.63, -2.88, 4.70], [-6.59, -2.36, 1.90], [4.20, 3.46, 2.85], [1.37, -2.37, 4.40], [-1.13, 2.97, -0.93], [-5.62, -2.28, 3.37], [5.86, 4.77, 3.19], [1.21, -2.75, -2.73], [5.04, -3.25, -3.58], [-4.14, 1.18, 2.19]],
  "lowdin_spin": [0.00, 0.00, 0.00, 0.00, 0.00, 0.00, 0.00, 0.01, 0.01, 0.02, 0.06, 0.02, 0.00, 0.00, 0.00, 0.00, 0.57, 0.00, 0.00, 0.00, 0.03, 0.00, 0.00, 0.00, 0.00, 0.00, 0.00, 0.00, 0.00, 0.00, 0.00, 0.03, 0.04, 0.06, 0.00, 0.00, 0.00, 0.00, 0.00, 0.00, 0.00, 0.00, 0.00, 0.01, 0.00, 0.00, 0.05, 0.00, 0.00, 0.01, 0.00, 0.00, 0.00, 0.00, 0.00, 0.02, 0.00, 0.21, 0.08, 0.00, 0.00, 0.00, 0.00, 0.00, 0.00, 0.00, 0.00, 0.19, 0.00, 0.00, 0.00, 0.20, 0.00, 0.00, 0.00, 0.00, 0.00, 0.08, 0.00, 0.02, 0.00, 0.00, 0.10, 0.00, 0.00, 0.00, 0.00, 0.00, 0.00, 0.00, 0.00, 0.00, 0.00, 0.00, 0.00, 0.00, 0.00, 0.05, 0.00, 0.00, 0.00, 0.01, 0.00, 0.00, 0.00, 0.00, 0.00, 0.00, 0.08, 0.01, 0.00]
}


2.
{
  "formula": "C5H5ClO",
  "method": "ωB97M-V/def2-TZVPD",
  "total_energy_ev": -19828.876,
  "orbital_gap_ev": [6.80, 7.23],
  "e_lumo_ev": [-0.62, -0.05],
  "spin_multiplicity": 1,
  "de_lowest_kj_mol": 592.2,
  "symbols": ["C", "H", "C", "O", "H", "H", "C", "H", "C", "Cl", "H", "C"],
  "positions_angstrom": [[-0.50, 1.29, -0.46], [0.86, -1.74, -0.75], [-1.86, 1.78, -0.66], [-2.98, 1.13, -0.40], [0.23, 1.96, -0.78], [-2.08, 2.70, -1.03], [-0.17, -0.01, -0.17], [-0.67, -1.97, 0.22], [-2.88, -0.19, -0.23], [-4.18, -0.74, 0.82], [0.86, -1.38, 1.00], [0.25, -1.36, 0.06]],
  "mulliken_charge": [-0.40, 0.27, -0.06, -0.21, 0.34, 0.53, 0.06, 0.23, -0.13, -0.15, 0.28, -0.76]
}


3.
{
  "formula": "C5H10N4",
  "method": "ωB97M-V/def2-TZVPD",
  "total_energy_ev": -11303.071,
  "smiles": "[H]/N=C1\\C/C(=N\\CC)NN1",
  "orbital_gap_ev": 9.30,
  "e_lumo_ev": 0.66,
  "spin_multiplicity": 1,
  "de_lowest_kj_mol": 463.9,
  "symbols": ["C", "H", "N", "H", "C", "N", "N", "H", "C", "H", "H", "C", "H", "H", "H", "N", "H", "C", "H"],
  "positions_angstrom": [[-0.54, -0.11, 0.29], [1.49, -0.49, 0.51], [-1.02, -0.31, 1.65], [0.73, 0.28, -1.66], [0.17, 2.61, -1.79], [-1.01, 0.71, -0.61], [1.09, -2.88, 1.99], [-0.31, -1.17, 3.21], [-0.16, 1.00, -1.77], [0.34, 2.74, -2.92], [0.45, -1.56, -0.61], [0.29, -1.99, 1.61], [1.75, -2.84, 1.23], [-1.05, 2.96, -1.80], [-2.12, -0.21, 1.64], [-0.66, -1.42, 2.29], [0.94, 2.97, -0.91], [0.49, -1.13, 0.33], [-0.88, 0.81, -2.68]],
  "mulliken_charge": [0.36, 0.27, -0.26, 0.31, -0.79, -0.60, -0.78, 0.33, -0.48, 0.31, 0.51, 0.39, 0.25, 0.20, 0.30, -0.27, 0.28, -0.60, 0.26]
}


4.
{
  "formula": "C2H6OS2",
  "method": "ωB97M-V/def2-TZVPD",
  "total_energy_ev": -25887.537,
  "smiles": "C=CO.SS",
  "orbital_gap_ev": 9.50,
  "e_lumo_ev": 0.22,
  "spin_multiplicity": 1,
  "de_lowest_kj_mol": 111.9,
  "symbols": ["H", "H", "S", "H", "O", "C", "H", "H", "C", "S", "H"],
  "positions_angstrom": [[2.51, -1.12, -1.60], [1.74, 0.15, 0.93], [-2.12, -0.12, -0.59], [3.72, 0.82, 0.11], [3.07, 0.83, -0.59], [2.15, -0.06, -0.07], [-2.39, 0.40, 1.89], [0.91, -1.76, -0.83], [1.79, -1.13, -0.79], [-1.20, 0.16, 1.26], [-1.62, 1.06, -0.98]],
  "mulliken_charge": [0.24, 0.28, -0.19, 0.33, -0.47, 0.04, 0.19, 0.30, -0.71, -0.20, 0.19]
}